The following is a quantum chemistry calculation of C40H39N2O7PS5SbY as an isolated structure at a distorted geometry, from the Open Molecules 2025 dataset.

Calculated values
**Charge**: -2
**Max |F|**: 1.235 eV/A
**HOMO energy**: -1.64 eV

Last column: Löwdin charge in e.
Atoms and positions in Å:
Y -0.80 1.22 0.65  0.85
S -5.70 2.69 1.08  -0.27
Sb -4.04 1.11 1.23  -0.19
S -2.28 1.97 2.61  -0.07
S -2.85 0.92 -0.86  0.02
S -4.88 -0.90 1.90  -0.29
O -0.66 -1.06 0.64  -0.44
P -0.56 -2.56 0.54  0.88
C -1.58 -3.34 -0.73  -0.25
C -1.52 -4.72 -0.93  -0.09
C -2.30 -5.31 -1.90  -0.10
C -3.15 -4.53 -2.69  -0.10
C -3.22 -3.16 -2.47  -0.06
C -2.44 -2.56 -1.50  -0.05
C -1.15 -3.24 2.13  -0.25
C -1.78 -2.37 3.01  -0.08
C -2.24 -2.82 4.24  -0.06
C -2.05 -4.14 4.62  -0.10
C -1.40 -5.02 3.75  -0.10
C -0.96 -4.57 2.51  -0.10
C 1.08 -3.35 0.46  -0.27
C 1.62 -3.86 -0.72  -0.08
C 2.91 -4.37 -0.73  -0.07
C 3.66 -4.41 0.45  -0.09
C 3.11 -3.94 1.63  -0.10
C 1.83 -3.41 1.64  -0.09
H -0.86 -5.32 -0.32  0.09
H -2.25 -6.38 -2.06  0.09
H -3.75 -4.99 -3.46  0.09
H -3.88 -2.55 -3.07  0.11
H -2.49 -1.49 -1.32  0.01
H -1.91 -1.33 2.75  0.06
H -2.76 -2.12 4.89  0.11
H -2.40 -4.49 5.58  0.09
H -1.23 -6.05 4.04  0.09
H -0.45 -5.27 1.85  0.09
H 1.05 -3.82 -1.63  0.11
H 3.34 -4.73 -1.66  0.10
H 4.68 -4.79 0.43  0.09
H 3.68 -3.97 2.55  0.10
H 1.40 -3.02 2.56  0.12
C 6.67 -0.72 1.00  -0.06
C 5.34 -0.47 0.33  -0.28
C 5.27 0.00 -0.98  -0.05
C 4.05 0.14 -1.62  -0.05
C 2.87 -0.16 -0.94  -0.23
C 2.92 -0.56 0.38  -0.05
C 4.15 -0.72 1.01  -0.05
S 1.32 -0.02 -1.81  0.49
O 0.71 -1.32 -1.76  -0.31
O 1.69 0.38 -3.15  -0.32
O 0.55 1.03 -1.08  -0.45
H 7.44 -0.06 0.59  0.07
H 6.99 -1.75 0.83  0.07
H 6.60 -0.56 2.08  0.07
H 6.19 0.23 -1.52  0.10
H 3.97 0.49 -2.64  0.11
H 2.01 -0.77 0.92  0.09
H 4.18 -1.05 2.04  0.11
C 4.48 3.64 1.81  -0.04
N 3.38 2.78 2.19  -0.06
C 3.48 1.89 3.22  -0.09
C 2.47 1.06 3.54  -0.01
C 1.29 1.06 2.69  -0.55
O 0.40 0.21 2.79  -0.09
N 1.18 2.01 1.72  0.07
C 2.17 2.90 1.44  -0.50
O 2.12 3.78 0.58  0.04
H 5.22 3.64 2.61  0.08
H 4.11 4.65 1.64  0.08
H 4.95 3.29 0.88  0.09
H 4.42 1.90 3.75  0.12
H 2.54 0.36 4.36  0.10
C -5.11 3.59 -5.06  -0.06
C -4.22 4.02 -3.92  -0.26
C -2.86 3.70 -3.92  -0.02
C -2.07 3.92 -2.81  -0.20
C -0.61 3.61 -2.88  -0.02
C -2.67 4.48 -1.65  -0.12
C -2.09 4.31 -0.32  -0.19
O -1.16 3.59 -0.01  -0.11
C -3.98 4.99 -1.72  -0.20
C -4.60 5.79 -0.60  -0.07
C -4.74 4.73 -2.85  -0.01
H -4.52 3.22 -5.90  0.07
H -5.74 4.41 -5.40  0.07
H -5.76 2.78 -4.72  0.09
H -2.42 3.22 -4.79  0.12
H -0.26 3.69 -3.91  0.08
H -0.41 2.59 -2.54  0.06
H -0.02 4.27 -2.24  0.09
H -2.60 4.85 0.49  0.12
H -5.11 5.10 0.08  0.00
H -5.35 6.47 -1.01  0.07
H -3.86 6.37 -0.05  0.07
H -5.78 5.05 -2.87  0.12

---

The following is a quantum chemistry calculation of C40H40BF3O3 as an isolated structure at a distorted geometry, from the Open Molecules 2025 dataset.

Calculated values
**Max |F|**: 3.426 eV/A
**HOMO energy**: -6.40 eV

Last column: Löwdin charge in e.
Atoms and positions in Å:
C -2.62 0.65 9.17  -0.10
C -1.71 1.63 8.75  -0.08
C -1.70 2.06 7.42  -0.01
C -2.63 1.50 6.54  -0.25
O -2.64 1.84 5.18  -0.02
C -1.50 1.57 4.42  -0.25
C -1.33 0.30 3.84  0.01
C -0.20 0.05 3.09  -0.02
C 0.78 1.06 2.86  -0.23
C 1.89 0.85 2.02  -0.06
C 3.12 1.55 2.16  -0.19
C 4.04 1.54 1.07  -0.03
C 5.24 2.21 1.12  -0.09
C 5.59 2.89 2.30  -0.11
C 4.75 2.85 3.43  -0.10
C 3.55 2.15 3.39  -0.05
C 0.56 2.33 3.46  -0.02
C -0.56 2.59 4.23  0.00
C -3.58 0.56 6.95  -0.01
C -3.55 0.12 8.27  -0.09
H -2.62 0.32 10.21  0.10
H -1.01 2.08 9.46  0.10
H -0.99 2.81 7.07  0.11
H -2.10 -0.46 3.99  0.12
H -0.06 -0.96 2.67  0.12
H 1.99 -0.13 1.43  0.09
H 3.76 1.00 0.16  0.08
H 5.88 2.21 0.24  0.10
H 6.52 3.44 2.34  0.09
H 5.04 3.36 4.35  0.10
H 2.93 2.06 4.28  0.11
H 1.29 3.13 3.31  0.12
H -0.72 3.57 4.67  0.12
H -4.30 0.19 6.22  0.12
H -4.27 -0.64 8.59  0.10
C 1.61 -3.15 -4.05  -0.01
C 0.28 -2.64 -4.58  -0.45
C 0.36 -2.56 -6.10  0.00
C -0.97 -3.45 -3.96  -0.46
C -2.24 -3.37 -4.82  0.00
C -0.70 -4.90 -3.64  -0.01
O -1.20 -2.74 -2.73  0.14
B -0.93 -1.46 -3.17  -0.65
C -1.89 -0.30 -2.94  -0.08
C -1.81 0.86 -3.72  0.00
C -2.89 1.75 -3.77  0.01
C -4.03 1.48 -3.02  -0.12
C -5.25 2.37 -3.13  -0.52
F -6.36 1.65 -3.48  0.12
F -5.53 2.97 -1.93  0.12
F -5.10 3.36 -4.06  0.12
C -4.08 0.40 -2.16  0.00
C -3.01 -0.49 -2.11  0.00
C 1.28 -0.16 0.22  -0.13
C 0.04 0.66 -0.10  -0.07
C 2.23 -0.22 -0.93  -0.25
C 3.21 -1.24 -0.97  -0.05
C 4.30 -1.12 -1.84  -0.08
C 4.40 -0.04 -2.71  -0.09
C 3.33 0.86 -2.82  -0.07
C 2.24 0.75 -1.96  -0.04
O 0.10 -1.31 -4.07  0.14
H 1.86 -4.11 -4.52  0.09
H 2.39 -2.43 -4.32  0.09
H 1.59 -3.28 -2.96  0.09
H 0.45 -3.57 -6.51  0.10
H -0.49 -2.04 -6.55  0.09
H 1.28 -2.01 -6.36  0.09
H -2.12 -4.01 -5.70  0.09
H -3.10 -3.73 -4.25  0.10
H -2.46 -2.34 -5.16  0.10
H -0.58 -5.46 -4.57  0.10
H 0.20 -5.02 -3.03  0.08
H -1.56 -5.32 -3.10  0.10
H -0.94 1.06 -4.34  0.12
H -2.84 2.63 -4.40  0.12
H -4.95 0.23 -1.53  0.13
H -3.07 -1.37 -1.47  0.12
H 0.90 -1.18 0.42  0.14
H -0.84 0.07 0.17  0.08
H -0.04 1.62 0.42  0.10
H -0.09 0.84 -1.18  0.05
H 3.09 -2.10 -0.30  0.12
H 5.06 -1.90 -1.83  0.10
H 5.27 0.07 -3.36  0.10
H 3.30 1.64 -3.58  0.11
H 1.40 1.44 -2.07  0.11

---

The following is a quantum chemistry calculation of C40H40N3O3S3SiZn as an isolated structure, from the Open Molecules 2025 dataset.

Calculated values
**Charge**: -1
**Max |F|**: 0.518 eV/A
**HOMO energy**: -4.38 eV

Last column: Löwdin charge in e.
Atoms and positions in Å:
Zn -0.92 0.09 0.24  0.53
C 0.59 -1.54 4.40  -0.17
Si -0.81 -1.10 3.23  0.36
C -2.32 -0.57 4.22  -0.17
C -1.32 -2.66 2.34  -0.19
N -0.31 0.09 2.09  -0.13
C 0.14 1.35 2.44  -0.29
C 0.15 1.86 3.75  -0.05
C 0.56 3.15 4.06  -0.11
C 0.98 4.01 3.05  -0.12
C 1.00 3.54 1.74  -0.03
C 0.61 2.25 1.46  -0.19
O 0.65 1.73 0.15  -0.13
C 1.01 2.55 -0.90  -0.28
C 0.04 2.89 -1.83  0.03
C 0.41 3.64 -2.94  -0.07
C 1.73 4.04 -3.11  -0.11
C 2.69 3.70 -2.17  -0.09
C 2.33 2.94 -1.06  -0.05
H 0.34 -2.41 5.02  0.03
H 0.85 -0.72 5.07  0.01
H 1.48 -1.78 3.81  0.03
H -2.73 -1.41 4.79  0.02
H -3.09 -0.22 3.52  0.03
H -2.12 0.24 4.92  0.01
H -2.10 -3.18 2.90  0.03
H -0.48 -3.34 2.22  -0.01
H -1.71 -2.44 1.34  -0.02
H -0.19 1.22 4.56  0.07
H 0.53 3.49 5.09  0.09
H 1.27 5.03 3.27  0.09
H 1.31 4.20 0.94  0.11
H -0.98 2.59 -1.65  0.11
H -0.34 3.92 -3.66  0.10
H 2.01 4.63 -3.98  0.09
H 3.72 4.01 -2.30  0.10
H 3.06 2.66 -0.31  0.10
S 2.84 -0.33 0.11  0.82
C 3.13 -1.42 -1.07  -0.68
N 4.06 -1.23 -2.04  -0.12
C 4.36 -2.29 -3.00  -0.14
C 3.06 -2.87 -3.48  -0.14
N 2.33 -3.39 -2.33  -0.12
C 1.59 -4.64 -2.52  -0.15
C 0.13 -4.49 -2.86  -0.22
C -0.26 -3.83 -4.03  -0.05
C -1.61 -3.71 -4.35  -0.09
C -2.57 -4.26 -3.53  -0.10
C -2.19 -4.92 -2.37  -0.10
C -0.85 -5.02 -2.04  -0.06
C 2.29 -2.71 -1.17  -0.71
S 1.39 -3.19 0.11  0.76
C 4.95 -0.07 -2.01  -0.14
C 6.19 -0.29 -1.16  -0.20
C 7.24 -1.07 -1.63  -0.05
C 8.36 -1.30 -0.85  -0.09
C 8.45 -0.74 0.42  -0.10
C 7.41 0.05 0.89  -0.08
C 6.29 0.28 0.11  -0.05
H 4.98 -3.07 -2.54  0.14
H 4.91 -1.86 -3.83  0.12
H 3.25 -3.68 -4.17  0.12
H 2.48 -2.10 -4.00  0.13
H 1.68 -5.21 -1.60  0.09
H 2.10 -5.18 -3.32  0.12
H 0.48 -3.40 -4.69  0.10
H -1.90 -3.18 -5.25  0.10
H -3.62 -4.16 -3.77  0.10
H -2.94 -5.34 -1.70  0.10
H -0.55 -5.50 -1.11  0.11
H 4.38 0.77 -1.65  0.08
H 5.25 0.12 -3.05  0.13
H 7.19 -1.49 -2.63  0.10
H 9.17 -1.91 -1.23  0.10
H 9.32 -0.92 1.03  0.10
H 7.47 0.49 1.88  0.10
H 5.47 0.88 0.49  0.09
O -3.79 2.52 -1.21  0.03
C -3.28 1.59 -0.59  -0.63
O -2.14 1.63 0.00  -0.13
C -4.07 0.31 -0.46  -0.16
C -5.40 0.43 -0.06  -0.04
C -6.22 -0.67 0.08  -0.11
C -5.71 -1.94 -0.20  -0.11
C -4.40 -2.07 -0.60  -0.14
C -3.54 -0.97 -0.73  -0.59
S -1.88 -1.29 -1.29  0.61
H -5.78 1.43 0.12  0.11
H -7.25 -0.55 0.40  0.09
H -6.34 -2.81 -0.11  0.09
H -3.99 -3.05 -0.81  0.08

---

The following is a quantum chemistry calculation of C40H41AsN4O4PZn as an isolated structure, from the Open Molecules 2025 dataset.

Calculated values
**Charge**: +1
**Max |F|**: 0.982 eV/A
**HOMO energy**: -10.26 eV

Last column: Löwdin charge in e.
Atoms and positions in Å:
Zn -0.80 -1.59 0.11  0.53
N -1.70 1.87 1.19  0.11
C -1.29 2.00 2.51  -0.32
C -1.72 3.09 3.26  -0.04
C -1.37 3.22 4.59  -0.08
C -0.57 2.26 5.20  -0.08
C -0.14 1.17 4.46  -0.09
C -0.49 1.02 3.12  -0.29
P 0.08 -0.45 2.18  1.13
C 0.26 -1.65 3.54  -0.38
C -0.92 -2.16 4.08  -0.10
C -0.87 -3.03 5.15  -0.07
C 0.36 -3.41 5.68  -0.07
C 1.53 -2.93 5.12  -0.06
C 1.49 -2.05 4.05  -0.07
C 1.84 -0.09 1.82  -0.36
C 2.55 0.94 2.43  -0.08
C 3.92 1.04 2.27  -0.08
C 4.60 0.12 1.48  -0.08
C 3.89 -0.89 0.83  -0.07
C 2.52 -1.00 1.01  -0.10
H -1.11 1.32 0.58  0.03
H -2.07 2.71 0.77  0.08
H -2.35 3.84 2.79  0.11
H -1.70 4.09 5.15  0.11
H -0.28 2.36 6.23  0.11
H 0.48 0.42 4.93  0.11
H -1.87 -1.87 3.64  0.10
H -1.79 -3.43 5.56  0.11
H 0.39 -4.09 6.52  0.11
H 2.48 -3.24 5.52  0.11
H 2.41 -1.69 3.62  0.11
H 2.03 1.66 3.06  0.10
H 4.47 1.82 2.78  0.11
H 5.67 0.18 1.37  0.11
H 4.42 -1.61 0.21  0.11
H 1.98 -1.82 0.56  0.09
N -0.97 -3.06 -1.47  -0.02
C 0.16 -4.01 -1.51  -0.23
C 0.19 -4.89 -0.27  -0.09
C 0.28 -4.14 1.07  -0.62
O 1.03 -4.54 1.93  0.07
O -0.51 -3.11 1.19  -0.19
H -1.81 -3.59 -1.27  0.11
H -1.10 -2.63 -2.38  0.06
H 1.09 -3.44 -1.60  0.12
H 0.08 -4.65 -2.39  0.11
H 1.04 -5.58 -0.32  0.12
H -0.72 -5.50 -0.23  0.12
N -4.45 -0.77 1.15  0.21
C -3.72 -0.40 0.08  -0.61
N -4.13 0.69 -0.60  0.20
O -2.74 -1.06 -0.30  -0.05
H -5.19 -0.21 1.52  0.12
H -4.12 -1.55 1.70  0.12
H -4.95 1.21 -0.35  0.12
H -3.62 0.95 -1.43  0.07
O 0.03 -0.34 -1.20  -0.49
As 0.24 0.82 -2.36  1.25
C 1.22 0.09 -3.86  -0.28
C 2.29 0.74 -4.46  -0.09
C 2.90 0.16 -5.56  -0.06
C 2.45 -1.05 -6.06  -0.06
C 1.36 -1.69 -5.47  -0.06
C 0.75 -1.12 -4.37  -0.09
C -1.46 1.31 -3.15  -0.29
C -1.66 2.56 -3.71  -0.09
C -2.84 2.81 -4.40  -0.06
C -3.80 1.82 -4.54  -0.06
C -3.58 0.56 -3.99  -0.07
C -2.41 0.31 -3.29  -0.13
C 0.99 2.41 -1.58  -0.29
C 2.36 2.57 -1.44  -0.09
C 2.86 3.66 -0.74  -0.06
C 1.99 4.57 -0.16  -0.05
C 0.61 4.40 -0.27  -0.06
C 0.11 3.32 -0.99  -0.13
H 2.64 1.69 -4.07  0.10
H 3.74 0.66 -6.03  0.11
H 2.93 -1.50 -6.92  0.11
H 1.00 -2.63 -5.86  0.11
H -0.10 -1.60 -3.90  0.08
H -0.91 3.33 -3.61  0.11
H -3.01 3.79 -4.83  0.11
H -4.71 2.02 -5.09  0.11
H -4.33 -0.22 -4.11  0.12
H -2.24 -0.66 -2.83  0.09
H 3.04 1.85 -1.88  0.10
H 3.93 3.79 -0.65  0.11
H 2.37 5.41 0.40  0.11
H -0.06 5.10 0.19  0.11
H -0.95 3.19 -1.11  0.09

---

The following is a quantum chemistry calculation of C40H41Br2N8O4V as an isolated structure at a distorted geometry, from the Open Molecules 2025 dataset.

Calculated values
**Charge**: +1
**Max |F|**: 3.054 eV/A
**HOMO energy (alpha / beta)**: -9.62 / -11.25 eV
**2S+1**: 4
**<S²>**: 3.773

Last column: Löwdin charge in e.
Atoms and positions in Å:
V -0.01 0.05 -0.57  0.94
C -1.87 0.27 3.05  -0.19
C -1.29 1.67 2.68  -0.18
N -1.24 1.90 1.24  -0.08
C -2.39 2.56 0.67  -0.18
C -2.77 1.95 -0.69  -0.17
N -2.40 0.54 -0.80  -0.11
C -3.38 -0.38 -0.23  -0.19
C -3.45 -0.34 1.30  -0.19
N -2.13 -0.53 1.87  -0.07
H -2.78 0.40 3.66  0.11
H -1.13 -0.24 3.67  0.11
H -0.28 1.73 3.07  0.09
H -1.88 2.45 3.19  0.12
H -0.38 2.37 0.99  0.08
H -2.23 3.64 0.53  0.12
H -3.23 2.48 1.36  0.11
H -2.23 2.47 -1.49  0.09
H -3.84 2.09 -0.87  0.13
H -2.32 0.33 -1.79  0.10
H -3.10 -1.40 -0.52  0.10
H -4.39 -0.18 -0.63  0.13
H -4.16 -1.11 1.62  0.13
H -3.84 0.62 1.62  0.10
H -1.97 -1.51 2.09  0.11
C -1.52 -3.57 -2.72  -0.09
O -1.04 -3.85 -1.40  0.03
C -0.61 -2.69 -0.90  -0.38
N -0.83 -1.62 -1.59  0.05
C -1.64 -2.03 -2.75  -0.24
C -1.31 -1.40 -4.08  -0.20
C -1.99 -1.84 -5.22  -0.03
C -1.80 -1.20 -6.43  -0.07
C -0.95 -0.11 -6.52  -0.07
C -0.24 0.30 -5.41  -0.05
C -0.42 -0.35 -4.19  -0.05
C 0.12 -2.61 0.32  -0.18
C 0.43 -3.75 1.07  0.05
C 1.23 -3.61 2.19  0.00
C 1.71 -2.34 2.47  0.05
C 1.36 -1.25 1.68  -0.15
N 0.53 -1.35 0.61  0.02
C 1.96 0.03 2.00  -0.31
N 1.63 1.16 1.50  0.14
C 2.40 2.19 2.20  -0.23
C 3.45 1.36 2.98  -0.07
O 2.94 0.03 2.92  0.02
C 2.98 3.28 1.33  -0.18
C 3.95 4.13 1.84  -0.03
C 4.44 5.16 1.06  -0.07
C 3.97 5.35 -0.23  -0.07
C 3.00 4.51 -0.74  -0.05
C 2.50 3.48 0.04  -0.04
H -2.47 -4.08 -2.87  0.14
H -0.78 -3.95 -3.43  0.11
H -2.69 -1.76 -2.53  0.15
H -2.67 -2.67 -5.14  0.12
H -2.33 -1.55 -7.30  0.11
H -0.82 0.40 -7.46  0.11
H 0.44 1.14 -5.46  0.10
H 0.16 -0.04 -3.33  0.07
H 0.05 -4.70 0.74  0.13
H 1.48 -4.45 2.80  0.12
H 2.37 -2.17 3.31  0.13
H 1.71 2.68 2.91  0.16
H 3.55 1.66 4.03  0.14
H 4.44 1.37 2.50  0.14
H 4.31 3.99 2.85  0.12
H 5.19 5.83 1.46  0.11
H 4.36 6.16 -0.83  0.11
H 2.62 4.65 -1.74  0.10
H 1.73 2.83 -0.34  0.08
Br -2.13 6.68 -1.87  0.75
C -0.97 5.51 -2.81  -0.64
C -0.53 5.81 -4.10  -0.17
N 0.29 5.02 -4.76  0.09
C 0.69 3.89 -4.20  -0.08
C 0.29 3.49 -2.92  -0.11
C -0.55 4.34 -2.21  -0.07
C 0.73 2.15 -2.42  -0.58
O 1.68 1.59 -2.94  0.05
O 0.03 1.62 -1.48  -0.18
H -0.85 6.70 -4.61  0.11
H 1.37 3.27 -4.77  0.12
H -0.84 4.10 -1.20  0.09
Br 1.85 -2.84 -3.02  0.93
C 2.82 -1.26 -2.67  -0.71
C 3.77 -0.86 -3.60  -0.09
C 4.55 0.23 -3.28  -0.04
C 4.38 0.83 -2.04  -0.04
C 3.37 0.36 -1.21  -0.14
N 2.58 -0.66 -1.51  0.04
H 3.87 -1.39 -4.53  0.11
H 5.28 0.61 -3.98  0.12
H 4.99 1.66 -1.73  0.11
H 3.20 0.82 -0.24  0.09

---

For reference, calculated total energy by record: -130483.852; -57099.445; -141549.528; -174839.647; -228025.391 eV.